w) {
  "formula": "C24H64O8",
  "method": "wB97M-V/def2-TZVPD",
  "symbols": ["C", "C", "C", "O", "H", "H", "H", "H", "H", "H", "H", "H", "C", "C", "C", "O", "H", "H", "H", "H", "H", "H", "H", "H", "C", "C", "C", "O", "H", "H", "H", "H", "H", "H", "H", "H", "C", "C", "C", "O", "H", "H", "H", "H", "H", "H", "H", "H", "C", "C", "C", "O", "H", "H", "H", "H", "H", "H", "H", "H", "C", "C", "C", "O", "H", "H", "H", "H", "H", "H", "H", "H", "C", "C", "C", "O", "H", "H", "H", "H", "H", "H", "H", "H", "C", "C", "C", "O", "H", "H", "H", "H", "H", "H", "H", "H"],
  "positions_angstrom": [[-1.40, 3.51, 3.60], [-2.57, 4.36, 3.21], [-2.17, 5.19, 2.00], [-3.68, 3.57, 2.83], [-1.51, 2.91, 4.50], [-0.50, 4.11, 3.67], [-1.21, 2.78, 2.81], [-2.82, 5.17, 3.89], [-1.51, 6.01, 2.28], [-2.99, 5.69, 1.48], [-1.66, 4.60, 1.23], [-4.16, 3.12, 3.54], [-0.60, -6.50, 3.31], [0.01, -5.38, 4.20], [-0.02, -4.05, 3.50], [-0.71, -5.46, 5.46], [-0.25, -7.47, 3.65], [-0.17, -6.38, 2.31], [-1.67, -6.40, 3.13], [1.05, -5.63, 4.42], [0.66, -4.10, 2.65], [0.41, -3.22, 4.05], [-1.03, -3.75, 3.20], [-1.65, -5.29, 5.32], [3.67, -3.31, 1.39], [3.31, -4.00, 0.02], [1.85, -4.54, 0.10], [3.34, -2.97, -0.98], [2.94, -2.54, 1.63], [4.73, -3.04, 1.33], [3.55, -3.98, 2.24], [4.03, -4.72, -0.37], [1.92, -5.44, 0.72], [1.45, -4.84, -0.86], [1.13, -3.85, 0.54], [2.69, -2.29, -0.81], [-2.47, 2.14, -0.51], [-4.00, 2.22, -0.25], [-4.81, 1.57, -1.36], [-4.31, 1.56, 0.96], [-1.92, 1.91, 0.41], [-2.11, 3.06, -0.96], [-2.14, 1.35, -1.18], [-4.24, 3.28, -0.20], [-5.85, 1.64, -1.06], [-4.53, 0.54, -1.59], [-4.57, 1.99, -2.33], [-3.93, 2.05, 1.70], [-3.15, -1.30, -3.19], [-2.22, -1.63, -2.02], [-2.08, -3.05, -1.76], [-0.92, -1.06, -2.39], [-2.86, -1.81, -4.11], [-3.11, -0.25, -3.47], [-4.19, -1.54, -2.97], [-2.65, -1.20, -1.12], [-3.00, -3.53, -1.44], [-1.35, -3.26, -0.97], [-1.74, -3.50, -2.69], [-1.00, -0.14, -2.66], [1.52, 4.21, -1.60], [2.68, 4.95, -0.82], [3.09, 4.31, 0.49], [3.81, 5.03, -1.64], [0.58, 4.09, -1.07], [1.83, 3.24, -1.97], [1.24, 4.74, -2.51], [2.40, 6.01, -0.74], [3.22, 3.22, 0.54], [2.40, 4.69, 1.24], [4.07, 4.70, 0.77], [4.50, 5.60, -1.28], [3.00, 0.23, -5.43], [2.09, 0.58, -4.29], [2.80, 0.44, -2.92], [1.80, 1.96, -4.42], [2.61, 0.50, -6.42], [3.31, -0.81, -5.36], [3.93, 0.79, -5.35], [1.17, 0.00, -4.20], [3.78, 0.91, -2.88], [3.02, -0.59, -2.64], [2.25, 0.86, -2.08], [2.60, 2.43, -4.18], [0.90, 0.83, 0.48], [0.86, -0.67, 0.85], [-0.52, -1.20, 1.32], [1.31, -1.46, -0.25], [1.92, 1.16, 0.31], [0.44, 1.41, 1.29], [0.32, 1.05, -0.42], [1.54, -0.78, 1.69], [-0.84, -0.60, 2.17], [-0.40, -2.22, 1.70], [-1.33, -1.28, 0.60], [0.76, -1.23, -1.00]],
  "mulliken_charge": [-0.93, 0.54, -1.11, -0.60, 0.37, 0.38, -0.05, 0.28, 0.45, 0.37, -0.03, 0.29, -1.12, 0.22, -0.92, -0.57, 0.33, 0.24, 0.35, 0.32, 0.02, 0.30, 0.38, 0.34, -0.82, 0.19, -0.66, -0.58, -0.05, 0.32, 0.38, 0.40, 0.45, 0.35, -0.29, 0.52, 0.14, 0.59, -1.44, -0.60, -0.16, 0.43, -0.50, 0.26, 0.41, 0.16, 0.38, 0.42, -1.72, 1.17, -1.35, -0.52, 0.40, 0.39, 0.42, 0.02, 0.37, 0.09, 0.38, 0.24, -0.57, 0.48, -1.03, -0.56, 0.06, -0.14, 0.41, 0.23, 0.18, 0.27, 0.38, 0.31, -1.47, 0.55, -0.99, -0.60, 0.34, 0.37, 0.34, 0.17, 0.51, 0.30, 0.04, 0.41, -0.94, 0.73, -0.18, 0.01, 0.17, 0.25, 0.03, 0.19, 0.53, -0.51, -0.28, -0.04],
  "smiles": "CC(C)O.CC(C)O.CC(C)O.CC(C)O.CC(C)O.CC(C)O.CC(C)O.CC(C)O",
  "orbital_gap_ev": 9.663
}

x) {
  "formula": "C24H64O8",
  "method": "wB97M-V/def2-TZVPD",
  "symbols": ["C", "C", "C", "O", "H", "H", "H", "H", "H", "H", "H", "H", "C", "C", "C", "O", "H", "H", "H", "H", "H", "H", "H", "H", "C", "C", "C", "O", "H", "H", "H", "H", "H", "H", "H", "H", "C", "C", "C", "O", "H", "H", "H", "H", "H", "H", "H", "H", "C", "C", "C", "O", "H", "H", "H", "H", "H", "H", "H", "H", "C", "C", "C", "O", "H", "H", "H", "H", "H", "H", "H", "H", "C", "C", "C", "O", "H", "H", "H", "H", "H", "H", "H", "H", "C", "C", "C", "O", "H", "H", "H", "H", "H", "H", "H", "H"],
  "positions_angstrom": [[-1.90, -4.76, -5.36], [-1.95, -5.35, -3.92], [-0.66, -5.97, -3.40], [-2.36, -4.31, -3.01], [-2.86, -4.43, -5.74], [-1.42, -5.43, -6.07], [-1.41, -3.78, -5.34], [-2.77, -6.06, -4.04], [-0.86, -6.35, -2.40], [0.13, -5.23, -3.30], [-0.28, -6.82, -3.96], [-3.01, -3.75, -3.44], [0.63, -0.68, -2.36], [1.02, -1.55, -1.19], [2.10, -0.95, -0.26], [-0.11, -1.92, -0.45], [1.50, -0.28, -2.87], [0.02, 0.20, -2.13], [0.02, -1.24, -3.07], [1.43, -2.48, -1.57], [3.05, -0.96, -0.79], [2.28, -1.44, 0.70], [1.81, 0.09, -0.08], [-0.71, -2.38, -1.05], [2.56, 7.42, -0.06], [1.93, 6.07, -0.17], [2.77, 4.91, -0.74], [1.63, 5.76, 1.19], [3.59, 7.35, 0.29], [2.01, 8.05, 0.64], [2.55, 7.96, -1.01], [0.97, 6.19, -0.66], [3.20, 5.32, -1.66], [2.16, 4.02, -0.91], [3.57, 4.70, -0.03], [2.47, 5.83, 1.64], [-3.85, 2.81, 2.91], [-2.36, 3.06, 2.83], [-1.87, 2.33, 1.60], [-2.20, 4.42, 2.64], [-4.04, 1.74, 3.00], [-4.36, 3.03, 1.98], [-4.29, 3.35, 3.75], [-1.82, 2.75, 3.73], [-1.88, 1.28, 1.86], [-0.85, 2.65, 1.40], [-2.48, 2.38, 0.70], [-1.27, 4.59, 2.44], [2.93, 3.08, -6.01], [2.52, 2.61, -7.40], [1.82, 1.31, -7.40], [1.68, 3.60, -7.92], [3.27, 4.11, -6.01], [3.78, 2.54, -5.59], [2.05, 3.02, -5.36], [3.42, 2.57, -8.02], [1.36, 1.18, -8.38], [1.01, 1.26, -6.67], [2.43, 0.45, -7.13], [2.06, 4.45, -7.67], [2.88, 3.89, 5.70], [4.24, 4.00, 4.95], [4.33, 2.96, 3.82], [4.21, 5.22, 4.27], [2.83, 3.05, 6.39], [2.02, 3.89, 5.04], [2.78, 4.77, 6.34], [5.05, 3.99, 5.68], [4.32, 1.95, 4.23], [5.13, 3.08, 3.09], [3.40, 2.82, 3.27], [4.20, 5.94, 4.91], [2.24, -5.22, 2.39], [0.73, -5.38, 2.67], [0.50, -6.23, 3.91], [0.14, -4.14, 3.06], [2.35, -4.77, 1.41], [2.72, -6.19, 2.29], [2.83, -4.67, 3.12], [0.25, -5.76, 1.76], [-0.56, -6.42, 4.04], [0.86, -5.75, 4.82], [0.98, -7.20, 3.82], [0.12, -3.61, 2.26], [-7.91, -3.77, 2.15], [-6.47, -3.96, 2.60], [-5.52, -3.07, 1.83], [-6.47, -3.58, 3.97], [-8.66, -4.24, 2.79], [-8.08, -4.15, 1.15], [-8.02, -2.69, 2.00], [-6.29, -5.03, 2.52], [-5.60, -3.17, 0.74], [-4.48, -3.36, 1.98], [-5.65, -2.01, 2.06], [-5.57, -3.51, 4.30]],
  "mulliken_charge": [-1.37, 0.64, -1.16, -0.50, 0.39, 0.35, 0.30, 0.13, 0.30, 0.26, 0.37, 0.28, -1.31, 0.92, -1.36, -0.50, 0.34, 0.31, 0.30, 0.05, 0.39, 0.33, 0.27, 0.26, -1.34, 0.32, -1.01, -0.47, 0.34, 0.35, 0.38, 0.32, 0.34, 0.26, 0.25, 0.27, -1.41, 0.63, -1.13, -0.53, 0.38, 0.36, 0.32, 0.21, 0.31, 0.28, 0.29, 0.29, -1.42, 0.73, -1.31, -0.55, 0.42, 0.34, 0.33, 0.16, 0.32, 0.31, 0.36, 0.31, -1.24, 0.56, -1.35, -0.52, 0.36, 0.28, 0.35, 0.25, 0.40, 0.33, 0.30, 0.30, -1.20, 0.67, -1.41, -0.54, 0.29, 0.36, 0.31, 0.20, 0.33, 0.33, 0.39, 0.28, -1.36, 0.65, -1.30, -0.56, 0.34, 0.37, 0.32, 0.19, 0.32, 0.37, 0.35, 0.31],
  "smiles": "CC(C)O.CC(C)O.CC(C)O.CC(C)O.CC(C)O.CC(C)O.CC(C)O.CC(C)O",
  "orbital_gap_ev": 10.221
}

Energies relative to the most stable structure, in kJ/mol: w) 0.0; x) 49.2.

w) {
  "formula": "C5H14N3",
  "method": "wB97M-V/def2-TZVPD",
  "symbols": ["C", "C", "C", "C", "C", "N", "N", "N", "H", "H", "H", "H", "H", "H", "H", "H", "H", "H", "H", "H", "H", "H"],
  "positions_angstrom": [[-0.28, 1.15, 2.05], [0.51, 0.17, 1.32], [0.10, 0.76, -0.01], [1.96, 0.03, 1.55], [-1.08, 0.40, -0.59], [0.91, 1.65, -0.68], [-2.16, -0.26, -0.11], [-0.30, -2.02, -2.74], [-1.28, 0.87, 2.29], [0.00, 2.17, 2.29], [0.02, -0.73, 1.26], [2.36, 0.98, 1.76], [2.30, -0.38, 0.58], [2.10, -0.73, 2.36], [-1.17, 0.41, -1.66], [1.86, 1.68, -0.44], [0.53, 2.36, -1.20], [-2.96, -0.44, -0.82], [-2.46, -0.51, 0.86], [-0.04, -2.55, -3.59], [-1.19, -2.55, -2.40], [0.29, -2.46, -2.07]],
  "mulliken_charge": [-0.82, 0.73, 0.08, -1.56, -0.12, -0.36, -0.38, -0.72, 0.31, 0.32, 0.36, 0.42, 0.38, 0.35, 0.37, 0.19, 0.20, 0.30, 0.21, 0.27, 0.24, 0.21],
  "charge": 1,
  "orbital_gap_ev": [7.352, 7.794]
}

x) {
  "formula": "C5H14N3",
  "method": "wB97M-V/def2-TZVPD",
  "symbols": ["C", "N", "C", "C", "N", "C", "C", "N", "H", "H", "H", "H", "H", "H", "H", "H", "H", "H", "H", "H", "H", "H"],
  "positions_angstrom": [[2.54, 1.09, -0.11], [1.54, 0.44, 0.69], [1.27, -0.84, 0.08], [0.06, -0.74, -0.96], [-1.10, -0.27, -0.18], [-1.91, -1.29, 0.42], [-1.61, 0.91, -0.40], [-2.70, 1.39, 0.23], [3.44, 0.61, -0.19], [2.27, 1.24, -1.10], [2.61, 2.02, 0.19], [1.97, 0.43, 1.60], [0.84, -1.64, 0.64], [2.18, -1.35, -0.55], [0.41, -0.03, -1.69], [-0.29, -1.82, -1.34], [-2.23, -0.83, 1.46], [-2.75, -1.53, -0.11], [-1.44, -2.17, 0.48], [-1.13, 1.56, -1.28], [-3.08, 1.14, 1.13], [-2.99, 2.36, 0.17]],
  "mulliken_charge": [-1.40, -0.29, -0.51, -0.97, 0.21, -1.22, 0.31, -0.38, 0.45, 0.43, 0.49, 0.27, 0.48, 0.25, 0.42, 0.38, 0.35, 0.43, 0.50, 0.29, 0.21, 0.28],
  "charge": 1,
  "smiles": "CNCCN(C)C=[NH2+]",
  "orbital_gap_ev": 9.581
}

y) {
  "formula": "C5H14N3",
  "method": "wB97M-V/def2-TZVPD",
  "symbols": ["H", "N", "C", "C", "N", "C", "N", "C", "C", "H", "H", "H", "H", "H", "H", "H", "H", "H", "H", "H", "H", "H"],
  "positions_angstrom": [[0.88, 3.28, -0.14], [0.83, 2.29, -0.07], [0.02, 1.86, 0.69], [-0.24, 0.06, 0.70], [-1.52, -0.25, 0.31], [-2.46, 0.45, -0.52], [0.88, -0.43, -0.29], [0.53, -1.75, -0.69], [2.16, -0.48, 0.37], [-0.80, 2.20, 1.39], [0.10, -0.22, 1.67], [-1.73, -1.21, 0.76], [-1.97, 1.09, -1.15], [-2.92, -0.28, -1.21], [-3.36, 0.88, 0.01], [0.95, 0.18, -1.07], [-0.38, -1.80, -1.38], [1.36, -2.27, -1.13], [0.10, -2.23, 0.17], [2.51, 0.47, 0.98], [2.15, -1.27, 1.06], [2.91, -0.57, -0.46]],
  "mulliken_charge": [0.27, -0.39, -0.04, -0.68, -0.17, -1.01, 0.01, -0.80, -0.95, 0.37, 0.47, 0.32, 0.43, 0.35, 0.27, 0.38, 0.30, 0.37, 0.38, 0.29, 0.44, 0.39],
  "charge": 1,
  "smiles": "[H]/N=C/[C@@H](NC)[NH+](C)C",
  "orbital_gap_ev": 10.575
}

z) {
  "formula": "C5H14N3",
  "method": "wB97M-V/def2-TZVPD",
  "symbols": ["C", "C", "N", "C", "C", "N", "C", "N", "H", "H", "H", "H", "H", "H", "H", "H", "H", "H", "H", "H", "H", "H"],
  "positions_angstrom": [[1.23, 2.60, 0.83], [0.22, 1.49, 0.70], [-0.25, 1.47, -0.73], [0.72, 0.00, 0.99], [-0.19, -1.10, 0.67], [-0.63, -0.98, -0.78], [-0.86, -1.97, -1.56], [-1.01, -3.28, -1.32], [1.05, 3.37, 0.12], [2.23, 2.36, 0.88], [1.06, 3.11, 1.88], [-0.74, 1.38, 1.29], [0.47, 1.08, -1.37], [-1.07, 0.88, -0.75], [-0.62, 2.50, -0.98], [1.73, -0.18, 0.56], [0.92, -0.05, 2.09], [-1.11, -1.18, 1.35], [0.10, -2.14, 1.07], [-0.99, -1.61, -2.63], [-0.85, -3.68, -0.41], [-1.42, -4.07, -1.88]],
  "mulliken_charge": [-1.35, 0.18, -0.31, -0.74, -0.75, -0.35, -0.02, -0.37, 0.38, 0.41, 0.30, 0.37, 0.34, 0.41, 0.39, 0.37, 0.37, 0.29, 0.36, 0.29, 0.18, 0.24],
  "charge": 1,
  "smiles": "C[C@@H]([NH3+])CC/N=C\\N",
  "orbital_gap_ev": 10.001
}

Energies relative to the most stable structure, in kJ/mol: w) 136.8; x) 75.7; y) 127.7; z) 0.0.